# 1
Formula: H12O6
Source: the Open Molecules 2025 dataset
Level of theory: ωB97M-V/def2-TZVPD

Properties
HOMO	-11.34	eV
lowest unoccupied orbital energy	0.24	eV
net charge	0
E_tot	-12479.2774	eV
structure (SMILES)	O.O.O.O.O.O
frontier orbital gap	11.58	eV

Atoms and positions in Å:
O: -3.0093 -4.2288 0.6566
O: -3.5118 0.3651 -2.4437
O: 0.0197 0.9403 0.1768
O: 4.7777 -0.1787 3.7045
O: 1.1019 3.1476 4.1054
O: 1.8826 -0.4109 -5.1817
H: 2.0133 0.1116 -4.3904
H: 3.9413 0.1469 3.3719
H: 4.9955 -0.9121 3.1293
H: -3.4910 -3.7186 0.0055
H: 0.7856 2.6230 3.3698
H: 1.7563 0.2345 -5.8772
H: -3.6376 -4.8836 0.9611
H: 0.6943 0.8770 -0.4993
H: 0.3210 3.5905 4.4375
H: -4.3493 0.5623 -2.0244
H: -0.8031 0.7973 -0.2909
H: -3.4869 0.9368 -3.2110

Force components x, y, z for each atom (eV/Å):
O 0.199 0.028 0.077
O 0.210 -0.136 0.122
O 0.086 0.108 0.264
O 0.149 0.058 0.150
O 0.227 0.025 0.091
O -0.020 -0.214 -0.003
H 0.055 0.089 0.212
H -0.237 0.142 -0.022
H 0.087 -0.197 -0.117
H -0.071 0.163 -0.191
H -0.073 -0.169 -0.251
H -0.028 0.130 -0.218
H -0.124 -0.189 0.108
H 0.180 -0.026 -0.130
H -0.166 0.120 0.114
H -0.218 0.026 0.141
H -0.296 -0.078 -0.120
H 0.041 0.120 -0.228

Atom charges from the natural (NBO) analysis, given in e for atoms 1 to 2:
1. O -0.93
2. O -0.94

---

# 2
Formula: C3H10NO
Source: the Open Molecules 2025 dataset
Level of theory: ωB97M-V/def2-TZVPD

Properties
HOMO	-15.02	eV
lowest unoccupied orbital energy	-3.54	eV
net charge	+1
E_tot	-6802.7232	eV
structure (SMILES)	C[C@@H](O)C[NH3+]
frontier orbital gap	11.48	eV

Atoms and positions in Å:
O: -0.0875 -1.1038 -1.1071
N: -1.8915 0.0271 0.4094
C: 0.4097 0.0541 -0.4031
C: 1.8301 0.1891 -0.1777
C: -0.4799 0.4064 0.8441
H: 2.2828 1.0092 0.3162
H: 0.5740 -1.5760 -1.5864
H: -2.5423 -0.1790 1.2594
H: 2.3252 0.2360 -1.2004
H: 2.0519 -0.6853 0.4673
H: -0.4326 -0.2081 1.7805
H: -0.1553 1.3988 1.1143
H: -2.3793 0.5652 -0.3549
H: -1.5311 -0.8711 -0.1331
H: 0.0255 0.7374 -1.2285

Force components x, y, z for each atom (eV/Å):
O -0.621 -0.438 2.022
N -0.370 -1.160 -0.289
C -3.512 2.556 -1.843
C 2.034 -2.105 -1.273
C 0.475 -1.757 -0.158
H -0.529 1.268 0.726
H 0.897 -0.608 -0.346
H 1.316 0.412 -2.222
H -0.193 -0.789 1.343
H 0.828 0.127 -0.732
H 0.850 0.220 -0.964
H -1.066 0.694 -0.062
H 0.622 -0.134 1.259
H -1.522 0.959 1.011
H 0.791 0.755 1.528

Atom charges from the natural (NBO) analysis, given in e for atoms 1 to 2:
1. O -0.76
2. N -0.75

---

# 3
Formula: C62H75HfN7PSSi5Te
Source: the Open Molecules 2025 dataset
Level of theory: ωB97M-V/def2-TZVPD

Properties
HOMO	-8.52	eV
lowest unoccupied orbital energy	-2.46	eV
net charge	+1
E_tot	-144056.4557	eV
frontier orbital gap	6.06	eV

Atoms and positions in Å:
Hf: -0.5231 0.3004 0.2820
Te: 1.2999 -0.5586 -1.8791
S: -5.3411 -3.2103 4.1695
P: -2.1685 2.2767 1.5504
Si: 4.4951 -2.2063 -3.9436
Si: 4.8685 1.0179 -1.7395
Si: 0.1514 -2.8219 -2.1957
Si: 2.8165 1.0055 -5.0071
Si: 3.5172 -0.2409 -3.1471
N: 0.9488 -1.0903 1.8493
N: -3.0851 -4.0872 8.0426
N: -1.9838 0.6257 -2.2601
N: 1.6578 -1.1196 3.9559
N: -0.5531 2.0272 -1.0147
N: -2.0656 -1.0415 1.8207
N: -2.0825 -0.2066 -1.0950
C: -0.4614 3.6830 -3.2896
C: 0.4003 2.9558 2.2779
C: -3.7635 1.1548 5.1156
C: 6.4012 1.4455 -2.7162
C: 5.3375 0.0386 -0.2244
C: -3.3508 -0.6883 1.7706
C: -4.2589 -2.5556 6.6149
C: 2.7283 -2.7485 1.0069
C: 0.1903 3.1986 -1.0302
C: -2.9153 1.4029 4.0508
C: -5.5676 2.1797 3.9024
C: 3.5780 -2.7398 3.7211
C: -4.3517 4.6492 -1.7277
C: 1.1948 0.3281 -5.6218
C: 3.9904 2.6011 -1.3097
C: 2.7274 3.4468 2.8706
C: -4.7109 2.4347 2.8325
C: 2.0513 -1.9666 1.9479
C: -4.0244 2.6505 -0.4381
C: 4.6623 -3.5135 -2.6299
C: -0.9636 3.3466 2.3606
C: 0.9213 4.9314 3.6444
C: 3.7944 -3.5133 1.4411
C: 2.5002 -1.9827 3.2728
C: 3.5656 -2.7865 -5.4613
C: -5.7772 -2.3076 -1.3849
C: -1.7854 -2.1441 2.5458
C: -4.4012 -0.3943 -1.9339
C: 6.2142 -1.7174 -4.4905
C: -1.2225 -2.5501 -3.3954
C: 1.2431 -4.2169 -2.7431
C: 3.1175 2.3440 2.1760
C: -3.3429 5.2736 -1.0087
C: -4.0516 -2.3999 3.2658
C: -1.1777 2.5486 -3.3326
C: -4.7135 -2.8387 -0.6708
C: 4.2182 -3.5122 2.7792
C: -2.6789 4.5937 0.0064
C: 4.1280 0.8621 -6.3301
C: 0.7815 -0.6303 3.0682
C: 2.1496 1.5302 1.5365
C: -5.0996 1.5403 5.0398
C: -3.3166 -5.0469 7.1452
C: -1.3538 4.4582 3.0638
C: -4.3632 -1.3111 2.4768
C: -3.5612 -2.8688 7.7727
C: -4.0009 -4.8365 5.9543
C: -1.2680 1.6970 -2.1609
C: 2.6452 2.7958 -4.5371
C: -3.0197 3.2772 0.3005
C: -0.4012 5.2669 3.7135
C: 0.2530 4.0282 -2.0869
C: -4.6941 3.3335 -1.4411
C: -3.3802 2.0414 2.8974
C: 1.3504 3.7840 2.9342
C: -4.4696 -3.5601 5.6799
C: -2.7278 -2.8385 3.2694
C: -5.6057 -1.0838 -2.0155
C: -3.3291 -0.9130 -1.2004
C: 0.7908 1.7669 1.5646
C: -3.5097 -2.1516 -0.5861
C: -0.3556 -3.2816 -0.4566
H: 4.1676 2.0753 2.1146
H: -6.6033 2.4915 3.8423
H: 3.6296 3.2563 -4.3833
H: 1.7101 -0.8582 4.9252
H: -4.8665 5.1847 -2.5169
H: -2.4056 4.7182 3.1286
H: -4.1714 -5.6525 5.2620
H: -0.4095 4.3331 -4.1587
H: -2.9346 -6.0352 7.3831
H: 2.1433 3.3365 -5.3495
H: 3.4493 4.0773 3.3816
H: -6.4181 -0.6572 -2.5941
H: -0.7215 6.1437 4.2645
H: 6.2374 -0.7876 -5.0701
H: 0.0303 0.0880 3.3591
H: -0.8851 -2.8173 -4.4031
H: 6.8906 -1.6088 -3.6355
H: 5.0612 -4.1268 3.0732
H: 1.2833 -0.7177 -5.9405
H: 0.4192 0.3907 -4.8494
H: 1.6695 5.5429 4.1396
H: 1.9302 -4.5364 -1.9509
H: 0.7274 3.4178 -0.1229
H: 2.9482 2.4499 -1.0151
H: 4.8792 -4.4859 -3.0887
H: -5.3732 -0.9260 2.4078
H: -1.1389 -4.0478 -0.4901
H: 2.4932 -2.5839 -5.4301
H: -5.0890 2.9385 1.9527
H: 2.5231 0.6512 1.0227
H: -4.8122 -3.8000 -0.1783
H: 4.5077 3.0950 -0.4790
H: 3.8817 1.5517 -7.1466
H: 6.1522 2.0084 -3.6245
H: 0.8617 0.9159 -6.4861
H: -0.7621 -2.4898 2.5277
H: -2.4254 -3.7113 3.8350
H: -0.7425 -2.4396 0.1296
H: 3.7085 -3.8620 -5.6178
H: 4.3281 -4.1270 0.7275
H: -1.8860 5.0891 0.5516
H: -5.7703 1.3516 5.8711
H: 6.9790 0.5615 -3.0113
H: 1.8114 -4.0341 -3.6535
H: 0.8524 4.9287 -2.0244
H: -1.8738 1.0986 4.1161
H: -2.7037 -2.5874 -0.0259
H: 2.0548 2.9281 -3.6254
H: 4.1888 -0.1475 -6.7522
H: 3.9978 3.2847 -2.1684
H: 5.8095 -0.9158 -0.4888
H: -4.2828 1.6143 -0.2473
H: 5.1212 1.1375 -5.9559
H: 6.0559 0.6171 0.3698
H: -2.0666 -3.1968 -3.1282
H: 7.0481 2.0812 -2.0991
H: 2.4401 -2.7401 -0.0314
H: 3.9663 -2.2675 -6.3402
H: -3.5958 0.1379 1.1302
H: 5.4961 -3.2540 -1.9668
H: 0.5004 -3.6927 0.0829
H: -3.0649 6.2957 -1.2395
H: -6.7171 -2.8411 -1.4595
H: 3.8962 -2.7267 4.7581
H: -3.3844 0.6634 6.0050
H: -5.4725 2.8336 -2.0071
H: -3.3803 -2.1029 8.5218
H: -4.6285 -1.5517 6.4412
H: -4.2738 0.5406 -2.4570
H: -1.5720 -1.5152 -3.3986
H: 0.5586 -5.0553 -2.9466
H: 4.4718 -0.1904 0.4075
H: 6.6089 -2.5159 -5.1305
H: 3.7621 -3.6182 -2.0212
H: -1.7327 2.2331 -4.2076

Force components x, y, z for each atom (eV/Å):
Hf -0.298 -0.129 1.353
Te 0.322 -0.563 -0.348
S 0.017 0.108 -0.113
P 0.206 -0.064 -0.098
Si -0.050 0.166 0.020
Si -0.026 -0.060 -0.115
Si 0.193 0.196 0.083
Si 0.040 -0.117 0.115
Si -0.140 0.027 -0.047
N -0.099 -0.178 -0.026
N -0.127 0.024 -0.217
N -0.311 -0.191 0.097
N 0.018 -0.058 -0.050
N 0.029 0.048 -0.176
N 0.223 0.016 -0.239
N -0.235 0.464 -0.405
C 0.075 0.159 0.023
C 0.049 -0.068 0.034
C -0.015 0.008 -0.034
C 0.293 0.020 -0.142
C 0.077 -0.151 0.272
C -0.218 -0.036 0.143
C 0.030 0.038 -0.018
C 0.018 0.033 0.013
C -0.241 -0.268 0.003
C -0.025 0.002 0.037
C 0.035 -0.016 -0.056
C -0.060 0.038 0.072
C 0.002 0.000 -0.016
C -0.263 -0.088 -0.128
C -0.057 0.326 0.063
C -0.018 0.055 0.044
C -0.073 -0.084 0.091
C -0.066 0.099 0.001
C -0.026 0.015 -0.042
C 0.066 -0.259 0.241
C -0.021 0.026 -0.009
C 0.060 -0.008 -0.006
C -0.019 0.060 -0.042
C -0.004 0.085 0.160
C -0.079 -0.125 -0.219
C 0.007 -0.050 0.051
C -0.030 0.033 0.087
C -0.148 -0.077 -0.047
C 0.271 0.045 -0.078
C -0.227 -0.019 -0.145
C 0.112 -0.302 0.005
C 0.023 -0.056 -0.089
C 0.019 -0.010 0.033
C -0.123 -0.052 0.136
C -0.105 0.020 0.130
C 0.022 0.042 -0.042
C 0.052 -0.068 -0.066
C -0.018 0.036 -0.074
C 0.196 -0.033 -0.239
C 0.014 0.054 0.063
C 0.067 0.035 0.061
C 0.003 -0.020 0.021
C 0.045 0.145 0.161
C 0.001 0.115 0.080
C -0.075 0.092 -0.075
C 0.059 -0.149 0.026
C -0.078 -0.026 -0.034
C 0.085 -0.008 -0.239
C 0.001 0.326 0.029
C -0.145 0.013 0.011
C -0.085 -0.024 -0.006
C -0.016 0.113 -0.206
C 0.011 -0.006 0.014
C 0.038 0.049 0.101
C 0.089 0.033 0.051
C 0.114 -0.110 0.070
C 0.142 -0.054 0.071
C 0.078 0.138 -0.056
C 0.542 0.054 -0.007
C 0.174 0.465 0.022
C -0.107 -0.141 -0.066
C -0.125 0.024 0.209
H -0.059 0.015 -0.012
H 0.035 -0.007 0.008
H -0.167 -0.059 -0.047
H 0.015 -0.010 0.024
H 0.029 -0.030 0.041
H 0.035 -0.011 -0.007
H 0.034 0.058 0.030
H 0.006 -0.065 0.115
H -0.016 0.078 0.018
H 0.061 -0.018 0.106
H -0.061 -0.050 -0.054
H 0.051 -0.014 0.036
H 0.019 -0.063 -0.043
H -0.016 -0.162 0.082
H 0.027 -0.067 -0.017
H -0.057 0.057 0.087
H -0.077 -0.013 -0.133
H -0.066 0.051 -0.038
H -0.033 0.174 0.040
H 0.080 -0.008 -0.110
H -0.048 -0.037 -0.036
H -0.160 0.026 -0.181
H 0.048 0.018 0.029
H 0.059 0.007 0.016
H -0.001 0.086 0.109
H 0.054 -0.030 0.009
H 0.071 0.065 0.012
H 0.031 -0.073 0.044
H 0.003 0.022 -0.008
H 0.070 -0.047 -0.058
H 0.011 0.033 -0.012
H -0.084 0.009 -0.057
H 0.054 -0.087 0.047
H 0.043 -0.079 0.128
H -0.001 -0.089 0.077
H -0.067 -0.009 0.009
H -0.027 0.050 -0.035
H 0.075 -0.258 -0.141
H -0.019 0.109 -0.014
H -0.008 0.012 -0.037
H -0.020 -0.015 -0.009
H 0.051 0.012 -0.064
H -0.103 0.208 0.074
H 0.007 0.027 -0.017
H -0.071 -0.079 -0.026
H -0.041 0.049 0.005
H 0.019 -0.114 -0.003
H 0.089 -0.009 -0.132
H 0.010 0.201 0.060
H 0.005 -0.142 0.220
H -0.044 0.152 0.022
H -0.003 0.023 -0.009
H -0.137 -0.021 -0.063
H -0.076 -0.105 -0.001
H 0.041 0.045 -0.089
H -0.031 -0.052 -0.104
H 0.017 0.022 -0.070
H -0.081 -0.127 0.117
H -0.027 0.097 -0.056
H -0.109 -0.056 -0.058
H -0.090 -0.001 -0.034
H -0.012 -0.063 0.021
H 0.052 0.024 0.004
H -0.050 0.021 -0.101
H -0.016 0.042 -0.044
H 0.048 0.032 0.042
H 0.003 -0.080 -0.036
H 0.010 -0.065 0.010
H 0.013 0.010 -0.005
H -0.004 -0.040 0.006
H 0.143 0.099 0.033
H 0.101 0.020 -0.066
H 0.022 0.083 0.058
H 0.134 0.026 -0.051
H 0.035 0.015 0.060

Atom charges from the Mulliken analysis, given in e for atoms 1 to 2:
1. Hf -0.70
2. Te -0.62